Record 1
20
Properties=species:S:1:pos:R:3:mulliken_charge:R:1 method="wB97M-V/def2-TZVPD" orbital_gap_ev=9.8 charge=+1
H 2.06448 -0.62983 0.00261 0.370
N -0.00889 -0.47230 -0.17311 -0.084
H -0.42100 1.16773 1.07424 0.255
H -1.84075 -1.47267 1.67069 0.351
H -2.56384 -0.09645 0.82504 0.348
N 1.71679 1.52073 -1.33712 -0.288
H -2.06728 0.05973 2.50532 0.393
S -0.12447 0.64546 -2.99368 -0.103
C 1.19559 -1.28027 -0.12701 -1.091
C -1.80948 -0.39230 1.55164 -1.321
H 0.30645 -0.21292 1.88620 0.345
H -0.27291 1.87259 -0.89061 0.384
C 0.42537 1.31800 -1.49806 0.017
H 2.07689 2.04432 -0.55444 0.267
H -0.76583 -0.99131 -0.60339 0.307
H 2.38170 1.11265 -1.97922 0.222
H 1.18285 -1.98646 0.70845 0.387
H 1.30789 -1.84080 -1.05198 0.342
H -1.43001 0.71230 -2.72297 0.189
C -0.42523 0.07407 1.12816 -0.291

Record 2
12
Properties=species:S:1:pos:R:3:mulliken_charge:R:1 method="wB97M-V/def2-TZVPD" smiles="C#CC[NH+]=C=C" orbital_gap_ev=10.1 charge=+1
H 2.80028 -1.94712 0.32678 0.362
H 1.07641 1.96640 0.70017 0.283
H -0.95451 1.95769 0.15099 0.332
C -1.97025 -1.22688 -0.02011 -0.625
H -2.44180 -1.56123 -0.92114 0.281
H 0.88630 1.61118 -1.13913 0.308
C 2.15668 -1.08185 0.02123 0.138
C 1.69572 0.01353 0.05816 -0.563
N -0.65475 0.97342 0.05112 -0.116
H -2.19036 -1.74941 0.90647 0.282
C -1.21887 -0.14453 -0.04468 0.519
C 0.81514 1.18879 -0.08987 -0.200

Q: Which LUMO level values were calculated for the entries above? A: -3.7 -4.6, in eV.